Entry 1:
# C3H3BrFNO

C3H3BrFNO as an isolated structure in a non-equilibrium geometry (ωB97M-V/def2-TZVPD, the Open Molecules 2025 dataset).

Each line ends with the Löwdin charge.
Element x y z (Å)
C  0.08744  -0.37881  0.80585  -0.3047
O  -2.33431  -0.42264  0.02154  0.1469
N  -0.54552  0.67856  -0.86681  0.1110
H  1.64476  0.06373  -0.69375  0.1248
C  0.73228  0.50103  -0.24477  -0.1476
Br  1.02203  -2.77351  0.61832  0.1845
F  0.41875  0.03022  2.03679  0.0699
C  -1.20350  -0.08893  0.00659  -0.4859
H  0.91211  1.53266  0.14835  0.1400
H  -0.73404  0.85769  -1.83211  0.1612

Forces on the atoms, in the same order (eV/Å):
C 2.6 -0.2 0.5
O -1.2 -0.5 0.7
N 0.8 -0.5 -1.1
H -0.9 0.3 -0.5
C 2.5 1.5 0.6
Br -1.3 2.8 0.1
F -1.1 -1.1 -0.5
C -2.0 -1.3 0.0
H 1.0 -1.1 0.4
H -0.4 0.0 -0.2

Output
Kohn-Sham gap (alpha / beta)	8.22 / 8.22	eV
lowest unoccupied orbital energy (alpha / beta)	-2.1 / -2.1	eV
multiplicity	1
HOMO level (alpha / beta)	-10.34 / -10.34	eV
charge	0

Entry 2:
# C3H3BrNO2P

One molecule with the formula C3H3BrNO2P in a non-equilibrium geometry (ωB97M-V/def2-TZVPD, the Open Molecules 2025 dataset).

Each line ends with the Löwdin charge.
Element x y z (Å)
O  -1.19680  2.20880  -0.35571  0.0891
H  1.74662  -2.01349  1.28833  -0.0632
P  2.10713  -1.58058  -0.07006  0.8790
O  -0.58261  -1.19009  0.08752  -0.0249
Br  -3.19933  -0.44532  0.51561  0.8638
C  -0.72618  0.97492  -0.30864  -0.4498
N  0.51120  0.58631  -0.60964  0.1345
H  -0.41577  2.67016  -0.75503  0.1423
C  -1.46605  -0.16530  0.12377  -0.7528
H  2.65868  -0.36492  0.32882  -0.0996
C  0.56312  -0.68048  -0.24497  -0.7186

Forces on the atoms, in the same order (eV/Å):
O 1.5 1.2 -1.1
H 0.4 0.3 -0.9
P -0.1 -0.9 0.8
O -1.0 -1.1 1.0
Br -1.1 -0.2 0.3
C -3.2 -3.6 1.3
N 1.0 -0.2 0.7
H -1.1 0.3 0.4
C 1.9 2.9 -1.3
H 0.6 0.1 0.3
C 1.0 1.2 -1.5

Output
Kohn-Sham gap	8.75	eV
lowest unoccupied orbital energy	0.7	eV
multiplicity	1
HOMO level	-8.05	eV
SMILES string	Oc1nc(P)oc1Br
charge	0

Entry 3:
# C3H3BrO2

A 2-piece molecular cluster, C3H3BrO2 overall in a non-equilibrium geometry (ωB97M-V/def2-TZVPD, the Open Molecules 2025 dataset).

Each line ends with the Löwdin charge.
Element x y z (Å)
C  -0.20254  -0.05459  -0.98242  -0.0458
H  1.59883  -1.34944  -1.16370  0.1093
H  1.20734  -0.72169  0.59198  0.0950
O  -2.32275  1.00664  1.07823  0.0072
Br  -0.30154  0.45873  2.82744  0.7118
O  1.00302  0.66651  -1.08846  -0.0586
H  -0.85248  -0.09439  -1.92862  0.1377
C  -1.22249  0.67871  1.21595  -0.7259
C  1.09262  -0.59047  -0.55040  -0.2308

Forces on the atoms, in the same order (eV/Å):
C 0.4 1.2 0.0
H 0.0 0.3 0.3
H 0.1 0.4 -1.9
O -0.6 0.3 0.3
Br 0.9 -0.2 1.2
O -0.9 1.4 -0.4
H 0.9 -0.2 1.8
C -0.3 -0.6 -3.1
C -0.5 -2.9 1.8

Output
Kohn-Sham gap (alpha / beta)	8.37 / 7.84	eV
lowest unoccupied orbital energy (alpha / beta)	-0.3 / -0.9	eV
multiplicity	1
HOMO level (alpha / beta)	-8.63 / -8.70	eV
charge	0

Entry 4:
# C3H3BrO2S

A 2-piece molecular cluster, C3H3BrO2S overall in a non-equilibrium geometry (ωB97M-V/def2-TZVPD, the Open Molecules 2025 dataset).

Each line ends with the Löwdin charge.
Element x y z (Å)
O  1.84822  0.15712  0.69441  -0.3208
C  1.01632  -1.78249  -1.39215  -0.0147
H  -0.85306  0.45851  1.50565  0.0316
Br  -1.94165  -2.06196  -1.80635  0.7814
H  -1.40748  1.40504  0.01337  0.0299
H  2.05653  -1.73568  -1.26018  0.0437
C  -0.62080  1.07248  0.66088  -0.1606
C  -0.16138  -1.92996  -1.57573  -0.7491
O  1.07541  1.38985  -1.32057  -0.3089
S  0.78458  0.70713  -0.09537  0.6675

Forces on the atoms, in the same order (eV/Å):
O -0.3 -0.3 -0.2
C -0.8 -0.4 -0.3
H 0.1 -0.1 0.4
Br 0.2 0.0 0.0
H -0.1 0.3 -0.2
H 0.6 0.1 0.1
C 1.2 -1.0 -1.1
C 0.0 0.1 0.1
O -0.2 -0.4 0.0
S -0.7 1.7 1.2

Output
Kohn-Sham gap (alpha / beta)	9.62 / 9.62	eV
lowest unoccupied orbital energy (alpha / beta)	-0.4 / -0.4	eV
multiplicity	1
HOMO level (alpha / beta)	-10.02 / -10.02	eV
SMILES string	C=S(=O)=O.C#CBr
charge	0

Entry 5:
# C3H3BrS

C3H3BrS as an isolated structure in a non-equilibrium geometry (ωB97M-V/def2-TZVPD, the Open Molecules 2025 dataset).

Each line ends with the Löwdin charge.
Element x y z (Å)
C  0.56765  -0.08676  0.31990  -0.5822
H  -0.92191  -1.77065  -0.99187  0.0903
H  -0.78154  0.06006  -1.57740  -0.0097
C  1.05058  0.89485  0.96731  -0.3707
C  -0.97936  -0.59691  -0.81392  -0.5371
Br  -2.36643  -0.17536  0.35399  0.6530
S  2.32781  -0.01428  -0.01801  0.6588
H  1.10321  1.68905  1.76001  0.0975

Forces on the atoms, in the same order (eV/Å):
C -3.4 -1.1 -3.3
H 0.1 2.9 0.2
H 0.1 1.3 -1.9
C 0.2 1.0 2.0
C 3.5 -3.2 4.5
Br -1.1 0.3 0.1
S 0.8 -0.1 -0.2
H -0.3 -1.0 -1.4

Output
Kohn-Sham gap	7.77	eV
lowest unoccupied orbital energy	0.1	eV
multiplicity	1
HOMO level	-7.69	eV
charge	0

Entry 6:
# C3H3CaFO2

C3H3CaFO2 as an isolated structure in a non-equilibrium geometry (ωB97M-V/def2-TZVPD, the Open Molecules 2025 dataset).

Each line ends with the Löwdin charge.
Element x y z (Å)
O  -1.19073  1.58152  -0.94970  -0.1359
H  -1.52774  0.09921  -2.39989  0.1191
C  -1.03374  0.56805  -0.00623  -0.0773
Ca  -0.08240  2.46776  -3.81076  0.9028
H  -0.33986  -1.51853  -0.29924  0.1420
O  0.27569  0.10181  -1.70783  -0.1683
H  -1.08867  0.84946  1.04185  0.1329
C  -0.73779  0.99248  -2.16563  -0.5120
F  -3.61505  0.39902  0.70138  -0.3488
C  -0.37147  -0.46172  -0.60101  -0.0545

Forces on the atoms, in the same order (eV/Å):
O 0.4 -0.8 1.9
H 0.5 2.3 -0.1
C -1.2 1.9 -0.5
Ca 0.3 0.6 -0.6
H 0.7 0.8 -0.3
O 0.1 -2.2 0.8
H -0.8 -0.4 -0.3
C -1.9 -2.3 -0.5
F 0.9 -0.1 -0.3
C 1.1 0.2 0.0

Output
Kohn-Sham gap (alpha / beta)	3.30 / 8.39	eV
lowest unoccupied orbital energy (alpha / beta)	-2.7 / -0.6	eV
multiplicity	1
HOMO level (alpha / beta)	-6.01 / -8.96	eV
charge	0

Energy above the lowest of the compared OMol25 structures with the same formula, charge and spin, record by record: 144.3, 0.0, 417.2, 200.9, 306.8, 0.0 kJ/mol